1.
ORCA calculation (the ωB97M-V functional and the def2-TZVPD basis) on C36H99Cs2N9O13S as an isolated structure in a non-equilibrium geometry.

Results
- HOMO (eV) = -8.50
- orbital gap (Ha) = 0.307

```
160
C36H99Cs2N9O13S (the ωB97M-V functional and the def2-TZVPD basis)
Cs 2.2945 -0.9169 3.0919
Cs -3.5125 1.1926 0.0165
S -0.2503 -0.1751 0.4202
O -5.3216 -5.4257 -0.1622
O -2.4743 6.7270 -1.3660
O 6.1239 -1.3186 -3.2000
O 1.5051 -4.7510 -2.5399
O -0.5497 0.5357 1.6699
O -1.6237 -2.7928 -5.3913
O 4.3767 5.1833 2.7562
O -0.6762 0.6738 -0.6570
O 2.0357 0.7854 -4.4633
O -1.3845 3.0469 6.5473
O 1.1843 -0.4350 0.3786
O -2.0708 -2.5267 5.7061
O -1.0273 -1.4309 0.4002
N -2.4170 -0.5318 -2.3953
N -2.9915 -0.5362 2.5550
N -0.3241 1.8874 4.1764
N 1.3715 -3.1296 0.7828
N 1.5140 2.4113 -1.1274
N 4.2644 -1.5891 -0.0360
N 2.2628 2.3802 1.7149
N -1.7564 3.6186 -1.0725
N -1.9644 -3.9312 0.8448
C 6.7092 -2.0881 -4.1958
C 3.8962 4.1269 1.8815
C 1.7966 -4.0861 -0.2422
C 3.2027 2.6869 3.9353
C 5.6903 -1.9878 -1.9525
C 1.5329 -3.5611 -1.6663
C -2.2735 -4.0052 -5.0782
C 3.2005 2.7909 -2.8870
C -6.2256 -6.4181 0.2469
C -1.4855 3.5193 7.8734
C 2.8153 3.2927 2.5864
C -3.2116 -4.1691 0.0549
C 1.1764 -5.5207 0.1529
C -3.0377 5.6116 -2.0943
C -2.7601 -4.3723 -1.3777
C -2.5269 -1.1879 -3.7378
C -4.5658 -2.1873 3.3791
C -0.4058 3.7866 5.7154
C -2.4090 -1.6079 6.7139
C -1.9737 3.4695 3.5920
C 1.7507 2.2751 -2.5908
C 5.4981 0.2851 -0.4746
C -3.3700 -1.3280 3.7080
C -1.9010 4.5110 -2.1954
C 2.3335 -0.4070 -5.0545
C -4.1867 -5.3119 0.5616
C -0.5809 3.2623 4.2361
C -2.8676 0.0124 -4.6745
C -3.3344 7.8176 -1.3254
C -1.9595 3.5872 -3.4607
C 5.3502 5.9580 1.9260
C 2.0400 -4.3338 -3.8027
C 1.5758 0.7946 -3.1121
C -1.3059 -1.9984 -4.3010
C -2.1440 -2.0069 4.3235
C 4.7954 -0.9812 -1.2282
H 3.5457 2.8542 -3.9189
H 2.8489 -4.3339 -0.1031
H 2.2654 2.3747 4.3958
H 4.8443 0.8580 0.1830
H -4.1289 7.5328 -0.6356
H -3.7189 -0.5809 4.4210
H 3.9118 2.1071 -2.4238
H -5.5031 -1.6718 3.5886
H 1.4095 -5.7082 1.2010
H -2.1452 3.0925 2.5837
H 3.9975 -2.5625 0.0009
H -2.9448 8.7470 -0.9100
H -0.5089 3.5162 8.3576
H 0.5672 -3.0630 -1.7531
H -2.4528 -4.5930 -5.9785
H -4.4829 -5.1447 1.5972
H -2.0174 -2.0250 7.6417
H 0.5134 0.5804 -2.9959
H -2.0469 0.6020 -5.0832
H 3.5498 3.5624 4.4840
H -0.9690 1.4276 4.8030
H 1.0112 2.8305 -3.1677
H -0.8958 -2.4860 -3.4167
H -2.4698 -1.0798 1.8823
H -2.2485 -3.4952 -1.7739
H -3.8935 5.2992 -1.4960
H -3.4645 6.0646 -2.9891
H -2.1402 -1.0879 -1.5989
H 3.3909 3.6739 -2.2771
H 3.5381 4.5474 0.9418
H 0.2553 3.6093 3.6292
H -4.7264 -3.0795 3.9844
H -1.3685 -1.2585 4.1607
H 6.2119 -0.0866 0.2605
H -1.5974 -3.0496 0.5157
H -2.2942 -3.5902 1.7365
H 2.1949 -2.7431 -1.9505
H 2.7303 -0.3493 -6.0680
H 3.1668 -0.9203 -4.5748
H -7.1266 -6.4647 -0.3646
H -3.3816 -1.8140 -3.4818
H 1.9332 3.8990 2.7923
H -3.2195 -3.6692 -4.6535
H 5.1493 -2.9202 -2.1135
H 5.7546 6.7997 2.4884
H 2.1987 -5.2744 -4.3301
H -1.3435 2.6916 -3.5418
H -1.4703 4.2513 -0.3390
H -5.9077 -7.4604 0.2740
H -1.6869 -4.5503 -4.3387
H 3.4548 -1.1005 0.3189
H -0.9733 5.0579 -2.3638
H 0.5629 3.5304 6.1444
H 6.2104 5.4077 1.5447
H -0.5180 4.8661 5.8164
H -1.6271 4.0981 -4.3644
H 6.5866 -2.1505 -1.3540
H 1.3639 2.0225 2.0049
H -2.2444 0.1123 2.7585
H -4.3813 -2.6418 2.4057
H 2.1226 0.0907 -2.4846
H 4.8138 6.3222 1.0498
H -3.7847 -3.2438 0.1148
H 6.0663 -2.8459 -4.6438
H 0.7151 1.8158 -0.9624
H 7.5970 -2.6404 -3.8878
H -3.7504 7.9733 -2.3208
H -0.7215 1.6303 3.2842
H -2.0108 4.5588 3.5813
H 6.1119 0.8925 -1.1397
H 1.3327 -3.6381 -4.2542
H -0.9991 3.0402 -1.4072
H -1.8840 -0.6528 6.7307
H -3.4790 -1.4616 6.8612
H 2.8834 -3.6497 -3.7090
H 4.6314 3.4304 1.4783
H 7.0120 -1.4036 -4.9882
H -2.9602 3.2572 -3.7393
H -3.2947 -0.3885 -5.5938
H 4.0281 -0.5960 -1.8997
H 1.4009 -0.9697 -5.0977
H -1.8498 0.2957 -2.2789
H 2.0154 2.6542 0.7748
H 1.6423 -6.2930 -0.4592
H 0.1241 -5.4945 -0.1303
H 1.4464 -2.2138 0.3634
H -2.0382 -5.1780 -1.2440
H 2.2318 1.9620 -0.5770
H -3.5684 -4.7296 -2.0158
H -2.8614 3.1674 4.1476
H -0.4586 -1.4232 -4.6743
H -2.0860 2.8307 8.4677
H 3.9763 1.9191 3.9254
H 0.3647 -3.1184 0.8623
H -6.6171 -6.3174 1.2592
H -3.5576 0.6588 -4.1322
H -3.7254 -6.2989 0.5968
H -1.8058 4.5612 7.8809
H -1.7605 -2.7455 3.6196
```

2.
ORCA calculation (the ωB97M-V functional and the def2-TZVPD basis) on C36H99FeN11O15 as an isolated structure in a non-equilibrium geometry.

Results
- HOMO (alpha / beta) (eV) = -10.14 / -10.14
- orbital gap (alpha / beta) (Ha) = 0.287 / 0.162
- <S²> = 8.7564
- 2S+1 = 6
- charge = +1

```
162
C36H99FeN11O15 (the ωB97M-V functional and the def2-TZVPD basis)
Fe 1.0894 -1.8860 -2.0735
O 0.2819 -0.7557 -0.3587
O 4.4990 2.1853 2.2028
O -0.0351 1.0479 0.8336
O 4.8855 -2.6024 -1.4888
O 2.7951 -5.2107 2.6735
O -5.6333 4.2370 3.2880
O 0.6693 6.2784 0.1458
O 0.7871 -1.3087 -5.3666
O 2.8368 -2.1810 -0.9087
O 1.9956 -3.1735 -3.3619
O 4.3735 -2.1482 0.5567
O 1.3823 1.8046 -4.8014
O 0.5804 -0.6638 1.7783
O 1.1714 3.1161 5.6257
O -3.0066 -2.6072 -1.3523
N -1.1290 3.1066 -0.8650
N 4.0581 -2.3199 -0.6313
N -1.2465 1.6277 3.1875
N 0.2429 -0.1467 0.7411
N 3.1339 -1.2084 2.9205
N 1.9600 -0.3019 -3.1287
N 0.0473 -3.6044 -1.2835
N -0.4131 -3.4413 1.4945
N -3.2855 2.4673 0.9130
N -4.6364 -0.2318 1.0160
N -0.8712 -1.5764 -2.9932
C 2.7848 1.1496 -1.3393
C -0.6054 -1.2633 -5.4646
C 1.8329 -4.6596 1.6565
C -1.2297 -2.0938 -4.3048
C 4.0478 -5.4609 1.9879
C -6.0340 4.3307 4.6388
C -4.5532 -1.3706 0.1109
C 0.1607 4.9544 0.3137
C -5.4481 3.2637 0.4949
C 5.2076 -0.2439 3.6544
C -3.0766 -1.6217 -0.3384
C -0.2751 -5.4731 2.7208
C 0.6875 2.3761 4.4855
C 1.8401 1.0324 -2.4971
C 0.4883 -4.2096 2.2960
C -4.6675 3.2140 2.8969
C 2.5534 2.9160 5.9164
C -3.2344 -3.9416 -1.0216
C 2.1749 2.0685 -3.5916
C -0.5687 4.4745 -0.9890
C -0.8464 2.5204 4.2958
C 3.6952 0.9996 1.9781
C -1.6898 2.1059 5.4598
C -5.5039 -1.0894 -1.0594
C 1.5147 -0.9606 -6.5765
C 3.7739 0.0198 3.2040
C 4.3531 3.1724 1.1379
C -4.3028 3.4053 1.4102
C 1.3906 2.9343 -5.6582
C -1.7742 5.3693 -1.2733
C 0.1978 -5.9362 -1.4369
C -2.7469 -2.0862 -4.4515
C 1.6180 6.6245 1.1114
C 2.9976 -3.1057 -4.4202
C 1.4301 -4.5070 -3.2030
C 1.0241 -4.6153 -1.7035
H -2.7536 1.9600 5.2722
H 4.0100 -6.3400 1.3446
H 2.1530 7.5670 0.9944
H -2.4530 2.5048 1.4836
H 2.5432 0.4152 -0.5710
H -1.2864 1.2047 5.9215
H -4.1325 -0.3691 1.8805
H -5.3717 -0.1049 -1.5083
H -1.2869 -5.3848 3.1167
H 1.2728 2.8518 3.6985
H -1.2457 -0.6394 -2.9485
H 0.0845 4.5788 -1.8554
H 4.8700 -5.5702 2.6951
H -3.0369 -2.3741 -5.4619
H -2.3818 -1.8433 0.4717
H -4.8905 -2.2310 0.6888
H 2.7422 2.1814 -0.9904
H -3.0875 -1.0738 -4.2344
H 0.7939 2.5501 -6.4855
H -0.1024 -2.4820 1.4370
H -0.8198 -4.0822 -1.4835
H -1.6261 2.9407 6.1577
H 1.1580 6.5779 2.0985
H 0.9316 3.8365 -5.2540
H -3.6132 1.5127 0.8751
H 2.9266 -0.2997 -3.4215
H -3.9488 4.4291 1.2886
H 1.6637 -5.4378 0.9122
H 3.3490 3.5901 1.2122
H 0.6219 -4.6951 -3.9099
H 2.6616 1.9140 6.3317
H 3.2006 0.4475 4.0265
H 3.2095 -2.0654 -4.6668
H -5.3207 -1.7289 -1.9229
H 0.2441 -5.8462 3.6036
H 4.0493 0.5534 1.0488
H -1.3316 -3.4039 1.9129
H -1.1546 3.5291 4.0208
H -0.8476 -1.6663 -6.4479
H -1.5770 -2.0180 -2.4213
H 3.2512 2.1317 -3.7517
H 3.7941 1.0023 -1.7237
H -4.9941 2.1949 3.1043
H -3.1910 -4.4637 -1.9775
H 5.0853 3.9747 1.2291
H 0.7864 1.2157 -2.2867
H -0.5818 1.6763 2.4286
H -2.2554 5.6263 -0.3296
H 2.4154 5.8813 1.1135
H -2.5585 -4.3751 -0.2845
H -6.1367 3.3978 5.1930
H 4.3544 -4.7651 1.2070
H -5.3124 4.9103 5.2145
H 1.8369 3.0328 -3.2120
H 1.2210 0.0495 -6.8621
H -6.5603 -1.1417 -0.7960
H -0.5581 2.5172 -0.2761
H -5.1576 3.1585 -0.5504
H 3.6687 -1.4680 2.1040
H 0.6375 -3.6070 3.1920
H 1.5144 -0.0783 -4.0071
H -6.0383 2.3642 0.6700
H -0.4600 4.7810 1.1928
H 4.4926 2.6740 0.1786
H 3.1770 3.1263 5.0474
H 2.0859 -5.3593 -3.3806
H 0.8522 1.3031 4.5838
H -0.0726 -3.5191 -0.2843
H -6.9689 4.8904 4.6698
H -0.8752 -3.1106 -4.4738
H 2.2045 -3.8395 1.0422
H -5.6060 -0.0055 1.1856
H -1.9750 3.1663 -0.3165
H -3.7534 3.2532 3.4894
H -1.0737 0.6682 3.4515
H 2.6696 -3.5831 -5.3436
H -1.5213 6.2660 -1.8390
H -1.0267 -0.2580 -5.4572
H -0.1514 -6.1998 1.9179
H -3.2456 -2.8020 -3.7978
H 5.2389 -1.0709 4.3637
H 0.9682 4.2228 0.3422
H -0.7543 -5.9304 -1.9676
H 0.0930 -6.0989 -0.3643
H 5.9143 -0.5179 2.8711
H 1.3946 -1.6801 -7.3865
H 2.6776 1.3212 1.7564
H -2.5294 4.8315 -1.8465
H -4.2516 -4.0451 -0.6437
H 2.5989 -0.9306 -6.4682
H -6.0602 4.1651 0.4634
H 2.7816 3.5340 6.7847
H 1.9516 -4.7248 -1.1416
H 2.3386 3.2365 -6.1033
H 2.2119 -1.0213 2.5532
H -2.6911 -0.6878 -0.7474
H 0.5985 -6.8498 -1.8760
H 3.9878 -3.3973 -4.0701
H 5.5919 0.6729 4.1016
```

3.
ORCA calculation (the ωB97M-V functional and the def2-TZVPD basis) on a 9-piece molecular cluster, C36H99N9O9 overall in a non-equilibrium geometry.

Results
- energy above the lowest of the compared OMol25 structures with the same formula, charge and spin (kJ/mol) = 398.1
- HOMO (alpha / beta) (eV) = 0.49 / -6.54
- orbital gap (alpha / beta) (Ha) = 0.062 / 0.318
- <S²> = 0.7506
- 2S+1 = 2
- charge = -1

```
153
C36H99N9O9 (the ωB97M-V functional and the def2-TZVPD basis)
O -4.6918 3.3448 0.7278
O -2.7344 -1.9572 -4.6952
O -6.5502 -1.8427 -1.7649
O 5.0869 -1.3234 5.3772
O -1.4097 1.7820 -6.1963
O 7.1127 -2.5874 -0.4811
O -3.6007 0.2222 3.8429
O 7.3083 2.3404 2.1249
O 1.1472 -0.1857 0.8336
N -1.9410 -5.5336 -3.9176
N -8.0234 -2.3424 -4.9863
N 3.4893 2.2935 2.3919
N -6.1618 -0.4805 6.5114
N 3.0565 1.5933 5.7871
N 10.7684 -3.2792 -0.5889
N -1.7965 4.7226 -3.7882
N -0.4215 1.3868 -0.8306
N -1.4486 4.4042 -0.5867
C -2.4237 4.3167 0.4567
C -1.8714 -0.3663 -1.4702
C -5.2862 -1.2993 -1.3990
C 4.7122 3.4076 0.8605
C 0.2086 -0.8650 -0.0065
C -1.1866 3.7568 -4.6677
C 8.5297 -2.3438 -0.1392
C -6.9279 -1.4089 -3.0418
C 4.0786 -0.3854 4.9597
C 5.9925 2.1046 2.6132
C -2.4982 -3.8474 -2.1571
C -1.2671 2.4337 -7.4434
C 5.1173 -2.6009 4.6340
C -3.0471 -1.2028 -5.8305
C -1.9903 -3.2180 -4.7925
C -7.5715 -2.6477 -3.6697
C 2.1418 -1.0781 1.4198
C -0.9108 0.1284 -0.3952
C -2.2644 -0.2172 3.6602
C 6.2842 -1.4082 -0.5696
C -5.6938 -0.2460 5.1248
C 0.0167 3.3453 -3.8178
C -6.6856 -3.9102 -3.7057
C 9.3271 -3.5404 -0.5991
C -6.4632 0.8428 4.5030
C -4.4534 2.3503 1.8198
C -3.6209 3.5417 -0.1290
C 3.9248 0.5708 6.1950
C -4.1541 -0.0109 5.2190
C 9.0020 -4.8105 0.2530
C 4.7491 2.1159 1.6287
C 3.2938 -0.0659 7.4437
C -2.5229 -4.2153 -3.6832
C 7.7899 1.2692 1.2834
C -1.9890 2.5441 -5.0753
C -2.6320 5.7793 0.9551
H -4.5063 -1.4196 -2.1510
H 11.4115 -3.9962 -0.8930
H -0.8148 5.1306 -0.2854
H 5.9732 -2.8336 4.0004
H -1.5553 -0.0204 4.4643
H 4.6858 1.2232 1.0065
H 7.6889 0.2533 1.6652
H 9.6846 -5.5782 -0.1115
H -7.3753 -4.6689 -4.0755
H -3.6490 2.6887 2.4728
H -2.0785 -1.0445 -6.3046
H -2.1341 -3.7025 -5.7582
H 3.4353 2.1211 5.0137
H 2.9992 0.7074 8.1531
H 3.0745 3.1967 2.2122
H -1.7873 -5.5916 -4.9141
H 4.1806 -2.7666 4.1018
H 0.7802 2.9122 -4.4640
H -3.4186 2.5450 -0.5208
H 3.1225 -0.8780 4.7832
H -3.3389 5.8399 1.7825
H 2.3922 -0.6267 7.1973
H -2.6587 -0.8315 -0.8770
H 3.0613 2.3470 6.4593
H -5.6474 -1.2253 6.9596
H -0.2492 -1.7736 0.3846
H 5.8483 2.9026 3.3416
H 4.9665 -3.4927 5.2424
H 4.3275 0.1936 4.0704
H -2.7965 -4.6147 -1.4426
H -5.4253 -0.2493 -1.1417
H -2.1574 1.9352 -4.1870
H 8.8603 1.3140 1.0827
H 8.6540 -2.3013 0.9428
H -0.1467 2.5710 -3.0682
H -3.8926 0.8901 5.7739
H -1.6174 -1.1088 -2.2267
H 6.4610 -0.8285 -1.4755
H -6.4999 -4.2067 -2.6734
H -5.8381 -1.1219 4.4922
H -1.8819 3.7240 1.1937
H -4.8517 -1.7964 -0.5317
H -7.4513 0.6551 4.9234
H -3.8591 4.2196 -0.9487
H -3.4069 -0.2189 -5.5294
H -8.0571 -1.3330 -4.9887
H -3.5986 -4.3369 -3.8100
H -1.0236 3.4911 -0.6626
H -2.9716 6.4610 0.1753
H -3.7074 -1.7437 -6.5083
H 4.0682 -0.7009 7.8741
H -7.2243 -2.4603 -5.5926
H -1.6476 -3.3203 -1.7248
H -1.1154 5.0154 -3.1023
H 2.9359 -0.4287 1.7882
H 7.2495 1.4897 0.3628
H -5.4762 2.3144 2.1949
H -8.3814 -2.8314 -2.9637
H -0.4482 3.1329 -7.6125
H 4.5085 4.2235 1.5540
H 8.0038 -5.2085 0.0707
H -1.6764 6.1936 1.2765
H -3.6459 -0.8163 5.7491
H -6.1042 1.8229 4.8168
H 0.5499 4.2366 -3.4870
H -1.5584 0.1879 0.4795
H 1.7737 -1.5974 2.3046
H -2.3268 0.4676 -2.0043
H 6.3964 -0.7152 0.2643
H -5.7828 -3.8548 -4.3139
H 8.9875 -1.3857 -0.3853
H 2.4641 -1.7204 0.6002
H 5.6504 3.4617 0.3083
H -0.9229 -3.0420 -4.6590
H -7.7232 -0.6702 -2.9421
H -6.1234 -1.1038 -3.7110
H 9.0329 -3.6116 -1.6462
H -6.6101 0.7323 3.4286
H 6.0415 1.1900 3.2042
H -2.3388 -1.3039 3.7010
H 0.0312 1.0029 -1.6478
H -2.2012 2.8626 -7.8062
H -0.9599 4.3189 -5.5736
H 0.3956 1.5527 -0.2606
H 4.9275 0.9734 6.3388
H -1.0675 1.6991 -8.2235
H 11.1199 -2.7415 0.1905
H 9.1529 -4.7594 1.3313
H 2.7122 1.7414 2.0583
H 3.9023 3.3780 0.1316
H -1.9292 0.2252 2.7221
H 5.2182 -1.6307 -0.5216
H -2.4165 4.2183 -3.1707
H -2.9589 2.9437 -5.3713
H -3.2356 -3.0517 -2.0508
H -2.6816 -6.1516 -3.6181
H -4.2958 1.3061 1.5499
H 0.7117 -1.0963 -0.9454
H -7.0903 -0.8774 6.4907
```

no.,E (eV)
1,-90890.8479
2,-120408.9803
3,-70764.3994